The following is a DFT calculation (wB97M-V/def2-TZVPD) of C32H27Cl5N7NiO3S as an isolated structure.

Geometry (Å):
Ni1 -0.6026 -0.1040 -0.0128
C1 4.0439 1.5422 0.6053
C2 2.9722 1.3172 1.6025
N1 2.9332 1.7945 2.8091
N2 1.7616 1.3014 3.3243
C3 1.0731 0.5439 2.4586
S1 -0.3630 -0.3058 2.5533
N3 1.8588 0.5634 1.3553
N4 1.4469 -0.1040 0.2008
H1 4.8325 2.1325 1.0647
H2 3.6555 2.0810 -0.2605
H3 4.4531 0.5900 0.2647
H4 1.4670 1.5472 4.2514
H5 1.8248 0.3687 -0.6132
H6 1.7454 -1.1173 0.2736
C4 0.0502 -0.2124 -4.1362
C5 0.6783 0.9977 -4.4059
C6 0.8688 1.8988 -3.3740
C7 0.4377 1.6102 -2.0728
C8 -0.2148 0.3880 -1.7939
C9 -0.3862 -0.5065 -2.8529
C10 0.6251 2.6366 -1.0062
C11 1.5310 3.7330 -1.1659
C12 1.6735 4.6469 -0.1692
C13 0.8917 4.5423 1.0045
C14 0.9496 5.4622 2.0763
C15 0.1318 5.3054 3.1596
C16 -0.7838 4.2295 3.2131
C17 -0.8501 3.3176 2.1977
C18 0.0029 3.4497 1.0745
N5 -0.0665 2.5063 0.1029
H7 -0.1093 -0.9310 -4.9324
H8 1.0067 1.2423 -5.4085
H9 1.3288 2.8522 -3.6020
H10 -0.8930 -1.4440 -2.6577
H11 2.1221 3.8236 -2.0654
H12 2.3791 5.4654 -0.2650
H13 1.6462 6.2913 2.0222
H14 0.1750 6.0119 3.9790
H15 -1.4409 4.1315 4.0684
H16 -1.5355 2.4803 2.2123
C19 2.5501 -5.1912 -1.6707
C20 2.6058 -5.3577 -0.1569
C21 1.3510 -4.8343 0.5663
C22 1.5079 -5.0219 2.0849
C23 0.3181 -4.4912 2.8767
C24 0.1696 -5.6621 0.1011
O1 0.0959 -6.8630 0.2989
N6 -0.7882 -4.9832 -0.5765
C25 -0.8090 -3.5942 -0.8610
O2 -1.7277 -3.2040 -1.5586
N7 0.1596 -2.7982 -0.3407
C26 1.2064 -3.3381 0.2736
O3 2.1653 -2.6281 0.6591
H17 3.4683 -5.5561 -2.1339
H18 2.4291 -4.1419 -1.9480
H19 1.7174 -5.7506 -2.1026
H20 3.4580 -4.8110 0.2495
H21 2.7176 -6.4124 0.1041
H22 2.4181 -4.4982 2.3810
H23 1.6469 -6.0889 2.2711
H24 0.1813 -3.4196 2.7139
H25 0.4633 -4.6488 3.9467
H26 -0.6066 -4.9990 2.5918
H27 -1.5753 -5.5031 -0.9360
Cl1 -2.4988 -2.2811 1.4366
C27 -3.3070 -1.0031 0.5697
C28 -2.5621 -0.0399 -0.1341
C29 -3.3688 0.8973 -0.7952
Cl2 -2.6703 2.1869 -1.7351
C30 -4.7663 0.8981 -0.7558
Cl3 -5.6937 2.1037 -1.5841
C31 -5.4411 -0.0777 -0.0375
Cl4 -7.1677 -0.0931 0.0260
C32 -4.7000 -1.0412 0.6307
Cl5 -5.5347 -2.2686 1.5197

Net charge: -1
Frontier orbital gap (spin up / spin down) in eV: 7.062 / 7.066
ΔE to the lowest compared entry with this formula, charge and spin in eV: 0.944